Formula: C6H27N2O6
Source: the OMol25 dataset
Level of theory: ωB97M-V with the def2-TZVPD basis set

Calculated values
Highest occupied orbital energy (alpha / beta) ... -2.541 / -8.609 eV
Multiplicity ... 2
Lowest unoccupied orbital energy (alpha / beta) ... -0.25 / -0.36 eV
ΔE to the lowest compared entry with this formula, charge and spin ... 284.0 kJ/mol
Energy ... -805.435109 hartree
Charge ... 0
Frontier orbital gap (alpha / beta) ... 0.0843 / 0.3030 Ha

Cartesian coordinates (Å):
C -1.818 -1.096 1.629
N -1.642 -1.076 0.213
C -0.956 -2.406 -0.397
C 0.511 -2.152 -0.092
C 1.366 -2.042 -1.248
C 2.650 -1.695 -1.177
C -1.973 0.321 2.420
N -1.031 1.288 1.703
H -2.756 -1.574 1.868
H -1.097 -1.810 2.098
H -2.345 -0.772 -0.445
H -1.315 -3.101 0.392
H -1.239 -2.493 -1.486
H 0.740 -1.312 0.687
H 1.117 -3.030 0.481
H 0.777 -2.199 -2.155
H 3.230 -1.482 -2.079
H 3.152 -1.604 -0.247
H -1.589 0.109 3.433
H -2.927 0.797 2.409
H -0.132 1.243 2.237
H -1.367 2.173 1.863
H -0.824 1.017 0.771
H -2.097 1.059 -1.196
H -0.771 0.902 -1.798
O -1.233 1.434 -1.142
H 2.236 2.460 1.685
H 0.812 3.263 1.762
O 1.451 2.665 1.306
H -0.863 2.738 -0.276
H 0.061 3.680 -0.701
O -0.629 3.646 0.136
H 1.797 1.083 -3.628
H 2.846 0.529 -2.680
O 2.117 0.383 -3.071
H -0.064 -0.410 -3.458
H -1.490 0.078 -3.262
O -0.737 -0.274 -2.801
H 2.433 0.016 1.338
H 1.979 -0.340 2.928
O 1.621 -0.013 1.984

Here are the natural (NBO) charges for atoms 1 to 5, given in e:
1 C -0.25
2 N -0.69
3 C -0.22
4 C -0.55
5 C -0.15